[1]
Below is a cluster of 4 separate species, C32H70NO9 in total at a distorted geometry, with properties calculated with ωB97M-V/def2-TZVPD.

Cartesian coordinates (Å):
O -5.29 1.36 1.09
O -7.80 1.91 2.84
O 3.03 -4.71 -5.93
O 2.11 5.40 2.25
O 0.61 -6.47 -5.17
O 1.66 -6.15 -8.31
O 0.19 7.50 1.05
O -0.33 4.23 0.73
O -4.70 2.02 4.05
N 4.30 -0.81 -0.84
C 5.33 0.10 -0.77
C 1.31 -5.67 -9.60
C -0.42 3.17 -0.21
C 0.46 -7.39 -4.10
C 5.23 1.70 -1.17
C -7.60 0.89 1.85
C 2.95 -2.49 -2.13
C 0.92 -1.48 6.07
C -3.80 1.39 4.95
C 0.92 -5.16 -4.71
C 1.64 -4.37 -5.81
C -8.96 2.68 2.58
C -5.02 2.62 1.72
C 3.06 -5.98 -8.04
C -0.67 -0.81 2.43
C -0.30 -1.29 -0.27
C -6.13 0.46 1.83
C 0.24 3.81 1.97
C 0.81 5.01 2.73
C 3.93 -1.15 -2.27
C 2.14 6.05 0.97
C -4.04 2.51 2.89
C -0.37 -0.91 5.18
C 0.81 -0.89 -1.41
C 1.35 -2.17 -2.29
C 0.40 -1.19 1.21
C 6.80 -0.42 -0.19
C 0.59 -1.68 7.66
C 0.25 -0.43 3.74
C -0.32 8.69 1.64
C 3.31 -5.98 -6.54
C 1.62 7.49 1.02
H 4.38 -6.14 -6.37
H -4.56 3.24 0.94
H 1.23 -2.51 5.61
H 0.25 -8.38 -4.53
H -0.36 -7.10 -3.45
H -1.20 -0.52 -0.37
H -1.26 -1.66 5.11
H 1.25 -0.35 1.29
H -0.53 -1.89 7.92
H 4.91 2.26 -0.19
H 3.58 -6.83 -8.50
H -9.85 2.05 2.59
H 1.02 -0.76 8.28
H 1.39 -7.46 -3.53
H -0.57 3.36 2.56
H 1.02 3.07 1.80
H 0.94 -2.19 1.56
H 0.24 -5.82 -9.74
H -0.02 -4.66 -4.47
H -6.07 -0.50 1.30
H 1.52 -4.60 -9.69
H 0.26 -0.15 -2.17
H 3.27 -3.38 -2.84
H -1.41 8.63 1.65
H 2.78 -6.78 -6.03
H 2.03 7.99 1.90
H -0.02 9.57 1.05
H -3.31 0.54 4.47
H 3.26 -0.28 -2.73
H -3.21 1.85 2.60
H -0.85 3.56 -1.13
H 6.90 -1.58 -0.22
H 1.85 -6.23 -10.38
H 3.10 -2.90 -1.02
H 4.47 1.94 -2.03
H 0.13 5.86 2.74
H 1.12 -1.98 -3.44
H 1.79 -0.69 5.88
H 1.27 -1.04 3.61
H -7.89 1.26 0.86
H -1.45 -1.67 2.62
H 0.96 4.71 3.77
H -0.77 0.06 5.74
H -4.37 1.02 5.81
H -3.05 2.10 5.31
H -5.95 3.12 2.01
H -5.74 0.29 2.83
H 6.81 -0.11 0.96
H 0.76 -3.15 -2.00
H 1.55 -5.20 -3.82
H 1.25 -2.61 8.02
H 6.31 2.03 -1.50
H -8.87 3.19 1.61
H 0.57 2.77 -0.43
H 0.57 0.70 3.70
H 3.19 6.08 0.68
H 1.13 -4.44 -6.77
H 0.03 8.79 2.67
H -0.78 -2.37 -0.42
H 1.63 -3.31 -5.53
H -8.23 0.04 2.13
H 7.70 0.14 -0.72
H -9.04 3.44 3.36
H -3.65 3.51 3.13
H 1.93 8.02 0.12
H 1.62 5.45 0.22
H -1.07 2.37 0.18
H 1.65 -0.27 -0.88
H 3.43 -5.05 -8.48
H -1.24 0.19 2.11

HOMO level: -1.255 eV
net charge: -1
largest force on an atom: 6.70 eV Å⁻¹
E_tot: -1992.62814 a.u.

[2]
Below is a cluster of 2 separate species, CH5N3O3S in total at a distorted geometry, with properties calculated with ωB97M-V/def2-TZVPD.

Cartesian coordinates (Å):
S -2.09 0.06 -0.24
O -1.60 -0.94 -1.50
O 1.04 -1.92 -0.19
O -1.21 1.42 -0.61
N -1.21 -0.67 0.76
N 1.83 1.53 -0.45
N 1.58 -0.78 -0.76
C 1.74 0.35 -0.43
H 0.65 -1.64 0.65
H -0.98 -1.58 -1.15
H -0.47 1.33 -1.16
H -1.61 -0.59 1.70
H 2.47 2.23 -0.18

HOMO level: -9.398 eV
largest force on an atom: 3.76 eV Å⁻¹
E_tot: -829.11258 a.u.

[3]
Below is an isolated molecule of C3H4S2 at a distorted geometry, with properties calculated with ωB97M-V/def2-TZVPD.

Cartesian coordinates (Å):
S 2.42 0.07 -0.06
S -0.43 -0.74 0.01
C 0.89 0.55 0.25
C -1.76 0.51 -0.28
C -3.11 0.20 0.03
H -1.53 1.50 -0.27
H -3.47 -0.88 0.45
H 0.71 1.62 0.47
H -3.80 0.96 0.19

HOMO level: -8.714 eV
largest force on an atom: 7.21 eV Å⁻¹
E_tot: -912.98384 a.u.
SMILES string: C=CSC=S

[4]
Below is a structure of composition C5H12AuO3 at a distorted geometry, with properties calculated with ωB97M-V/def2-TZVPD.

Cartesian coordinates (Å):
Au -0.09 2.42 3.32
O 0.34 0.41 0.02
O 0.64 1.86 1.85
O -0.24 -2.13 -1.11
C -0.35 -3.53 -1.13
C -1.12 -1.51 -0.21
C -0.98 -0.01 -0.29
C 1.82 2.78 -0.06
C 0.58 2.33 0.62
H 1.75 3.87 -0.23
H -1.21 0.32 -1.32
H 0.47 0.41 1.26
H 0.37 -3.91 -1.86
H -1.37 -3.85 -1.42
H -0.12 -3.96 -0.14
H -0.91 -1.85 0.82
H 2.71 2.55 0.54
H 1.90 2.29 -1.04
H -0.37 2.83 0.39
H -2.17 -1.78 -0.44
H -1.67 0.45 0.43

HOMO level (spin up / spin down): -14.891 / -18.551 eV
net charge: +2
largest force on an atom: 11.22 eV Å⁻¹
E_tot: -558.08041 a.u.
<S²>: 3.76
spin multiplicity: 4

[5]
Below is a cluster of 9 separate species, C20H61N3O13 in total at a distorted geometry, with properties calculated with ωB97M-V/def2-TZVPD.

Cartesian coordinates (Å):
O -2.25 3.40 1.54
O -0.47 -2.83 -1.40
O 0.49 4.15 0.67
O -0.12 1.75 2.05
O 2.42 1.39 1.04
O -3.28 1.07 -4.37
O 1.88 1.52 4.03
O -4.48 -3.69 2.16
O -3.06 -1.56 -0.18
O 3.24 -2.83 1.04
O 3.92 0.85 -4.24
O -4.15 -0.90 2.67
O -0.69 -0.15 0.53
N -2.76 1.48 -0.80
N 0.40 -2.33 1.43
N 4.19 -0.54 -0.86
C -3.18 -1.89 3.08
C 3.80 2.14 -4.78
C -1.19 1.73 -2.68
C -0.60 5.05 0.85
C -1.86 -2.93 -1.76
C 3.14 1.43 3.39
C 4.21 0.89 -2.86
C 2.09 -0.21 -2.16
C 0.90 -1.62 3.69
C -3.60 1.06 -3.00
C -3.89 -3.19 3.35
C -4.12 0.23 -5.11
C 4.48 -3.52 0.99
C 3.17 2.09 2.02
C -2.68 -2.89 -0.49
C 2.70 -2.69 2.33
C -2.62 1.90 -2.21
C 3.62 -0.33 -2.20
C -1.95 4.41 0.59
C 1.48 -1.80 2.29
H -4.66 1.34 -2.88
H 3.46 -2.26 3.00
H 1.77 -0.82 1.90
H 5.32 -2.84 1.09
H -3.11 -3.90 3.66
H 3.70 -1.35 -0.48
H -1.16 2.15 -3.70
H -2.13 -2.10 -2.42
H -3.74 1.38 -0.55
H -3.78 0.17 -6.14
H -0.07 -1.11 3.57
H -0.21 2.25 2.87
H 1.74 0.70 -1.66
H -1.94 3.99 -0.42
H -4.01 -1.48 -0.08
H -2.09 -3.32 0.32
H -2.65 -1.52 3.95
H -0.90 0.69 -2.80
H 2.90 3.15 2.14
H 2.96 2.70 -4.34
H 1.48 -0.93 4.30
H 3.83 -1.20 -2.84
H 1.66 -0.21 -3.17
H 4.54 -4.31 1.75
H -0.58 5.51 1.84
H 3.64 2.10 -5.85
H -2.44 2.18 -0.13
H -3.55 -3.54 -0.55
H -5.15 0.60 -5.11
H 0.08 -3.05 -2.16
H 3.84 0.20 -0.24
H 3.38 0.35 3.29
H 4.73 2.71 -4.60
H -3.89 -0.06 3.04
H 0.28 3.30 1.11
H -0.50 0.58 1.21
H -0.50 2.36 -2.13
H -3.50 0.02 -2.62
H 3.93 1.84 4.02
H 1.46 1.48 1.24
H -2.90 2.96 -2.29
H -4.06 -0.81 -4.73
H 0.78 -2.63 0.52
H 5.30 0.94 -2.72
H 3.85 1.80 -2.36
H -0.40 -1.13 0.79
H 0.06 -3.22 1.80
H -2.03 -3.86 -2.31
H -5.29 -3.19 2.01
H 2.40 -3.66 2.75
H 4.20 2.09 1.65
H -0.44 5.83 0.10
H -1.50 2.79 1.72
H -4.68 -3.09 4.09
H -2.74 5.14 0.71
H 0.75 -2.57 4.20
H -1.54 -0.13 0.01
H -2.49 -2.05 2.23
H 1.65 -1.05 -1.62
H 1.23 1.50 3.30
H 4.51 -4.03 0.03

HOMO level: -8.744 eV
largest force on an atom: 1.53 eV Å⁻¹
E_tot: -1940.88255 a.u.

[6]
Below is a cluster of 2 separate species, C5H13NO in total at a distorted geometry, with properties calculated with ωB97M-V/def2-TZVPD.

Cartesian coordinates (Å):
O -2.66 -3.15 2.51
N -0.12 -1.44 0.46
C -0.70 2.92 -1.03
C 1.64 0.15 -0.38
C 0.94 -0.49 0.81
C -0.43 1.60 -0.72
C 0.68 0.87 -1.33
H 1.21 1.58 -1.96
H 0.50 0.27 1.48
H -0.79 -1.00 -0.16
H -2.67 -2.94 1.57
H -1.79 -3.55 2.67
H 2.30 -0.60 -0.82
H 1.66 -1.04 1.41
H 0.27 -2.21 -0.08
H -0.13 3.42 -1.79
H -1.33 3.52 -0.37
H 2.36 0.90 -0.04
H -1.19 1.05 -0.16
H 0.25 0.15 -2.07

HOMO level (spin up / spin down): -13.480 / -13.407 eV
net charge: +1
largest force on an atom: 1.29 eV Å⁻¹
E_tot: -327.91111 a.u.
<S²>: 0.76
spin multiplicity: 2

[7]
Below is a cluster of 2 separate species, C4H10N2 in total at a distorted geometry, with properties calculated with ωB97M-V/def2-TZVPD.

Cartesian coordinates (Å):
N -1.37 -0.16 -0.21
N -1.94 -1.06 -0.76
C -2.06 0.99 0.19
C 1.43 0.89 -0.98
C 1.26 -0.45 -0.89
C 1.57 -1.28 0.37
H 2.61 -1.56 0.43
H 0.67 -1.00 -1.52
H 1.30 1.45 -1.92
H -1.53 1.37 1.04
H 1.33 -0.61 1.22
H 1.98 1.40 -0.11
H 0.74 -2.08 0.30
H -1.82 1.81 -0.59
H -3.03 -1.07 -0.82
H -3.18 0.94 0.29

HOMO level: -8.495 eV
largest force on an atom: 4.33 eV Å⁻¹
E_tot: -267.78136 a.u.
SMILES string: [H]/N=N\C.C=CC

[8]
Below is the ion C6H11INO2 with charge +1 at a distorted geometry, with properties calculated with ωB97M-V/def2-TZVPD.

Cartesian coordinates (Å):
I -1.53 3.75 -1.35
O 0.17 3.00 -1.96
O 2.33 2.62 -0.81
N 0.62 1.24 -0.05
C -0.72 0.51 0.00
C -0.06 -0.68 0.80
C 1.17 0.22 0.85
C 0.06 -2.07 0.23
C -1.46 -2.52 0.10
C 1.14 2.18 -0.75
H -0.69 -0.78 1.63
H 2.15 -0.34 0.44
H 2.35 3.56 -1.04
H 0.76 -2.64 0.77
H -1.94 -2.43 -0.84
H -1.25 0.16 -0.83
H 1.43 0.80 1.86
H -1.98 -1.99 0.84
H -1.50 1.12 0.47
H -1.47 -3.57 0.33
H 0.41 -2.13 -0.71

HOMO level: -13.291 eV
net charge: +1
largest force on an atom: 5.61 eV Å⁻¹
E_tot: -737.72722 a.u.
SMILES string: CCC1C[N+](=C(O)OI)C1

[9]
Below is an isolated molecule of C6H10O, with properties calculated with ωB97M-V/def2-TZVPD.

Cartesian coordinates (Å):
O 2.58 -0.59 -0.89
C 0.47 0.30 -1.16
C 1.90 0.53 -0.70
C -1.99 0.24 -0.25
C 0.00 -0.95 0.97
C 0.05 0.51 1.35
C -0.50 0.09 0.02
H 3.49 -0.44 -0.57
H 0.38 -0.56 -1.84
H -0.64 0.78 2.13
H 0.91 -1.46 0.66
H -2.37 -0.46 -1.01
H -2.56 0.04 0.67
H -0.68 -1.55 1.57
H 0.99 1.06 1.35
H 0.20 1.21 -1.71
H -2.25 1.25 -0.57

HOMO level: -8.448 eV
largest force on an atom: 0.34 eV Å⁻¹
E_tot: -309.73203 a.u.

[10]
Below is a structure of composition C30H49N6O2RbS at a distorted geometry, with properties calculated with ωB97M-V/def2-TZVPD.

Cartesian coordinates (Å):
Rb 1.07 -2.71 0.38
S -2.11 -0.94 1.55
O -1.58 -0.73 4.98
O -2.50 -5.16 0.52
N 0.64 -0.33 5.10
N -1.22 1.34 4.35
N -1.03 -0.87 -1.61
N -0.98 3.58 -1.03
N 1.96 5.14 0.79
N 5.64 -5.79 -0.06
C -0.96 -0.39 -3.82
C 2.89 4.48 1.99
C 2.34 6.16 -0.16
C 3.72 -4.25 -1.01
C -2.83 -0.49 0.11
C -0.57 2.65 4.11
C -0.94 -5.39 -1.28
C -3.43 -4.70 1.38
C -0.38 -0.95 -2.78
C -2.31 0.09 -3.77
C 4.23 -5.31 -0.18
C -2.60 1.43 3.97
C 6.07 -3.95 -1.85
C -4.24 -0.04 -0.12
C -4.48 0.17 -2.35
C 1.20 3.95 0.29
C 6.36 -5.27 -0.97
C 1.20 -1.17 -2.60
C -3.22 -0.11 -2.53
C -0.73 0.15 4.81
C -1.49 2.90 0.18
C -1.39 3.43 -2.50
C -2.31 -0.48 -1.26
C -1.87 -4.63 -0.69
C 4.86 -3.48 -1.60
C 0.48 -1.68 4.96
C 0.14 4.49 -0.72
C -5.16 -0.08 -1.20
C 1.79 0.35 4.59
C 4.55 -2.29 -2.90
H 1.62 -2.19 4.85
H 2.68 -0.03 4.75
H -1.57 1.87 0.03
H 2.01 4.02 2.54
H 0.53 5.17 -1.59
H 3.12 5.93 -0.79
H -2.29 -3.66 -0.83
H -0.36 0.10 -4.56
H -0.89 -4.49 -2.06
H 0.44 2.78 3.72
H -2.26 3.38 0.74
H 1.85 3.06 -0.28
H -2.85 -4.37 2.27
H 1.49 6.47 -0.92
H -2.93 2.51 4.29
H 2.44 7.00 0.54
H 2.16 1.33 4.98
H 0.00 -1.95 4.03
H -6.27 0.20 -1.23
H -0.11 -6.04 -0.88
H -2.00 2.24 -2.77
H 3.46 -2.86 -7.81
H -4.37 -5.10 1.57
H -0.47 3.38 5.01
H -4.44 -0.12 0.89
H -2.73 1.07 2.83
H 6.75 -3.66 -2.72
H 1.40 -0.87 -1.66
H 3.39 -2.16 -3.20
H 0.07 5.46 0.16
H -0.92 3.09 3.18
H -3.52 -3.84 0.79
H 1.79 0.47 3.35
H -2.84 0.28 -4.76
H 7.24 -5.74 -1.50
H 0.56 3.86 1.22
H 1.69 -0.50 -2.95
H -3.31 0.71 4.48
H 3.38 -2.29 -7.52
H 4.94 -2.43 -3.89
H 3.95 4.21 1.56
H -10.83 -0.56 -5.69
H 1.50 -2.33 -2.84
H 0.05 -2.20 5.79
H -0.68 2.90 0.88
H -4.93 0.17 -3.38
H 4.54 -1.44 -2.29
H -0.64 3.95 -2.84
H -2.65 4.14 -2.59

HOMO level (spin up / spin down): 1.469 / 1.495 eV
net charge: -2
largest force on an atom: 13.67 eV Å⁻¹
E_tot: -2072.56347 a.u.

[11]
Below is a structure of composition C10H14B2CdF4N6 at a distorted geometry, with properties calculated with ωB97M-V/def2-TZVPD.

Cartesian coordinates (Å):
Cd -0.30 -0.40 1.36
F -0.66 1.02 4.18
F 0.40 -0.98 4.71
F 1.44 1.04 5.21
F 1.20 0.35 2.99
N 1.74 0.00 -1.26
N -0.18 1.48 -1.83
N -0.59 1.66 -0.52
N -0.47 -1.02 -1.91
N -0.93 -1.29 -0.64
N 1.61 -0.08 0.11
C -1.03 3.52 -1.72
C 2.85 -0.06 0.62
C -1.81 -2.31 -0.73
C -1.88 -2.73 -2.06
C -2.03 -1.33 2.60
C -1.02 -1.90 -2.77
C 3.79 0.00 -0.43
C -0.43 2.59 -2.56
C -1.10 2.89 -0.45
C 3.05 0.04 -1.60
B 0.53 0.13 -2.21
B 0.59 0.36 4.36
H 4.86 0.02 -0.34
H -1.51 3.30 0.48
H -2.64 -2.25 2.55
H -2.07 -0.88 3.59
H 3.03 -0.08 1.68
H -2.48 -3.52 -2.47
H -2.34 -2.70 0.15
H 3.34 0.07 -2.64
H 0.85 0.14 -3.36
H -0.74 -1.85 -3.82
H -0.17 2.61 -3.61
H -0.99 -1.72 2.43
H -2.54 -0.63 1.91
H -1.37 4.51 -1.98

HOMO level (spin up / spin down): -16.757 / -16.987 eV
net charge: +2
largest force on an atom: 2.36 eV Å⁻¹
E_tot: -1334.35512 a.u.

[12]
Below is a cluster of 2 separate species, C4H8N2O2 in total at a distorted geometry, with properties calculated with ωB97M-V/def2-TZVPD.

Cartesian coordinates (Å):
O -1.40 -0.78 -0.05
O 1.48 -2.29 0.72
N 0.33 -1.02 -1.67
N -0.12 -0.40 -0.51
C -0.89 1.92 -0.30
C 0.12 1.04 -0.44
C 1.02 -0.17 1.90
C 1.06 -1.27 1.14
H 0.97 1.28 -1.06
H 1.70 -0.09 2.74
H -2.02 -0.15 -0.48
H 0.05 0.24 2.14
H 0.61 -1.97 -1.43
H -0.40 -1.03 -2.38
H -0.79 2.91 -0.72
H -1.70 1.77 0.40

HOMO level: -8.343 eV
largest force on an atom: 3.84 eV Å⁻¹
E_tot: -417.01921 a.u.
SMILES string: C=CN(N)O.C=C=O